21
Properties=species:S:1:pos:R:3:mulliken_charge:R:1 method="wB97M-V/def2-TZVPD" homo_lumo_gap_ev="7.68 / 6.34" multiplicity=3 e_tot_ev=-9400.029 charge=+1 s_squared=2.014
C -1.05522 -1.08305 -0.38225 0.599
C 0.22294 0.83409 0.61269 1.163
C -0.55961 -2.36714 -0.75560 -1.264
C 1.03426 2.14203 0.70253 -1.309
C -0.45345 0.49664 1.83262 -1.607
C 0.62721 0.28527 -1.60653 -1.018
N -0.01238 -0.00621 -0.39145 0.290
N -2.10306 -0.73233 0.20276 -0.503
H 0.30717 -2.57611 0.09234 0.298
H -0.00754 -2.48410 -1.65595 0.371
H -1.26890 -3.18737 -0.74794 0.382
H 2.06114 2.30323 0.29328 0.403
H 0.96801 2.34720 1.78165 0.317
H 0.31320 2.88115 0.08619 0.351
H -0.25650 1.18892 2.66346 0.327
H -0.44214 -0.48636 2.29267 0.407
H -1.49860 0.57860 1.81225 0.372
H 1.05930 1.23008 -1.47082 0.399
H 1.47573 -0.51621 -1.75796 0.368
H -0.06751 0.21341 -2.41280 0.382
H -2.87391 -1.37916 0.14308 0.273